196
Properties=species:S:1:pos:R:3:forces:R:3:mulliken_charge:R:1 method="wB97M-V/def2-TZVPD" de_lowest_kcal_mol=0.0 total_energy_ev=-88989.985 e_homo_ev=-8.807
C -2.102991 -3.449770 1.728195 0.79 1.45 0.32 -0.92
C -1.350993 -3.351566 3.083677 -0.95 -0.14 -1.05 -0.03
O -0.027981 -3.769808 2.889979 0.15 -0.59 -0.69 -0.35
H -1.760012 -2.657357 1.004085 -0.23 -0.78 0.69 -0.10
H -3.156038 -3.290292 1.912062 -0.34 0.08 -0.07 0.59
H -1.961572 -4.417694 1.277557 0.12 -0.45 -0.12 0.25
H -1.886677 -4.007739 3.788507 0.25 0.23 0.11 0.38
H -1.338375 -2.321531 3.447366 -0.29 0.00 0.10 -0.10
H 0.527957 -3.520575 3.630474 0.35 0.43 0.79 -0.02
C -0.638184 5.179073 -2.685971 -0.34 1.72 -0.56 -0.46
C -1.529281 4.953921 -3.888430 0.30 1.05 0.55 -0.39
O -1.704568 3.621103 -4.134847 -0.25 -2.56 -0.78 -0.50
H -0.525506 6.292318 -2.578538 0.13 -0.94 0.21 0.45
H 0.293235 4.745904 -3.005528 0.73 -0.18 0.49 0.22
H -1.024397 4.750515 -1.774889 -0.10 -0.23 0.28 -0.19
H -1.038838 5.482291 -4.709985 -0.16 0.02 -0.41 0.38
H -2.535850 5.357994 -3.771877 0.02 0.21 0.10 0.15
H -0.876191 3.088611 -4.187537 -0.28 0.95 0.18 0.03
C -5.070370 1.037637 2.264090 1.54 -0.49 -0.02 -1.73
C -4.075652 0.495329 1.197436 -0.28 1.68 0.36 2.52
O -4.424056 -0.813392 0.846335 -0.93 0.35 1.43 -0.57
H -6.098744 0.900042 2.050520 -0.97 -0.43 -0.67 0.49
H -4.959644 2.092383 2.460491 0.40 0.44 -0.09 0.21
H -4.860922 0.521001 3.195689 -0.08 -0.12 0.25 0.40
H -3.071582 0.509775 1.627659 0.07 -0.06 0.26 -0.56
H -3.990070 1.222056 0.347854 -0.51 -0.77 0.22 -0.83
H -4.067186 -1.021302 0.006377 0.74 -0.61 -1.70 0.09
C -6.187003 2.958434 -0.759068 0.13 -1.50 0.08 -0.95
C -5.524221 3.342178 -2.080887 0.71 -0.64 0.05 0.17
C -5.612349 4.819530 -2.375884 -0.02 1.03 -0.49 -1.03
O -5.260583 5.587921 -1.232905 0.20 0.50 -0.52 -0.08
C -5.712423 6.965090 -1.313905 0.27 -2.11 0.12 -0.92
N -4.179157 2.725092 -2.099609 -0.03 0.72 -0.02 0.46
H -5.760321 3.371113 0.163984 0.14 0.18 -0.52 0.12
H -6.093248 1.856752 -0.687975 0.18 0.43 0.09 -0.13
H -7.251955 3.091020 -0.738596 -0.63 0.64 -0.13 0.58
H -6.022770 2.846577 -2.907670 -0.57 -0.09 -0.08 0.53
H -6.634120 5.093569 -2.713903 0.05 -0.25 0.47 0.55
H -4.997982 5.133833 -3.242462 0.19 -0.38 0.26 0.34
H -5.698968 7.214751 -0.272455 -0.14 0.95 0.37 0.26
H -6.718087 6.878148 -1.699740 -0.47 0.67 -0.05 0.37
H -5.095292 7.609404 -1.942007 0.11 -0.09 0.04 0.26
H -3.616614 3.200845 -1.386186 0.15 -0.27 -0.46 -0.79
H -3.726909 2.810745 -3.024425 -0.26 0.29 0.77 0.22
C 3.008428 -4.662430 3.866176 1.46 0.71 0.73 -1.50
C 3.002170 -3.352763 4.622499 -0.93 -0.49 0.29 0.16
C 3.273914 -2.133366 3.799991 1.50 -0.04 -0.37 0.44
O 4.621172 -2.095842 3.315374 -0.09 0.80 0.36 -0.21
C 5.493993 -1.563119 4.310516 0.38 -0.62 0.29 -0.74
N 1.628086 -3.177078 5.097081 0.12 1.02 -0.11 -0.76
H 2.366529 -4.501840 3.039567 -0.62 -0.47 -1.02 0.16
H 2.735215 -5.524260 4.484895 -0.05 0.22 -0.17 0.37
H 4.033765 -4.752110 3.531479 0.16 -0.58 -0.45 0.41
H 3.730209 -3.329579 5.430642 0.10 -0.32 0.33 0.66
H 3.158982 -1.294716 4.462492 -0.41 0.70 0.21 0.15
H 2.646214 -2.005812 2.942984 -0.58 -0.24 -0.39 -0.44
H 6.409652 -1.182380 3.825233 -0.51 -0.02 0.10 0.31
H 5.810306 -2.405196 4.962569 -0.07 0.61 0.00 0.30
H 5.008952 -0.762867 4.935129 0.42 -0.62 -0.65 0.21
H 1.607281 -2.515230 5.841974 -0.11 1.16 0.32 0.24
H 1.333351 -3.976060 5.575335 -0.51 -1.93 0.62 0.16
C -4.920010 -0.627642 -3.227742 -0.70 0.79 2.53 -0.89
C -5.547582 -1.574887 -2.106365 0.61 0.42 -1.42 0.40
C -6.539885 -2.604115 -2.726434 0.30 0.92 1.28 -1.03
O -5.783808 -3.480350 -3.502487 0.33 -0.26 -0.17 -0.20
C -6.501457 -4.448255 -4.234727 1.39 0.62 -1.73 -0.89
N -4.361392 -2.249316 -1.534441 -0.72 1.12 -0.54 -0.25
H -4.200646 0.105492 -2.758640 -0.68 -1.05 -0.56 -0.25
H -5.603216 -0.020213 -3.800595 -0.69 0.09 0.04 0.43
H -4.483266 -1.297682 -3.915358 0.99 -0.63 -0.82 0.47
H -6.074076 -1.131288 -1.265974 -0.02 0.75 -0.20 0.56
H -7.307962 -2.029175 -3.273610 0.11 -0.44 -0.19 0.46
H -7.027844 -3.102281 -1.856023 0.06 -0.13 -0.58 0.38
H -6.845795 -5.263081 -3.614646 -0.37 -0.20 0.09 0.31
H -5.808790 -4.819477 -5.061817 -0.69 0.16 1.33 0.23
H -7.257939 -3.904823 -4.791600 -0.81 -0.36 0.09 0.35
H -4.756434 -2.920645 -0.918397 0.13 -1.10 0.76 0.15
H -4.005103 -2.721643 -2.344881 0.65 -0.70 -0.02 0.00
C 1.584297 -1.557421 0.648364 0.55 0.91 -1.99 0.48
C 1.346644 -0.502486 -0.491499 -0.43 0.17 0.82 -0.43
C -0.127906 -0.195293 -0.681121 -0.29 0.17 -0.45 0.92
O -0.288195 0.706978 -1.815426 -1.34 0.10 0.84 0.87
C -1.725141 1.017827 -1.968769 0.92 -1.00 1.22 0.92
N 2.052258 0.771700 -0.247356 0.42 -1.68 0.60 0.41
H 1.216238 -2.516463 0.300649 -0.44 -0.11 0.26 -0.13
H 1.184911 -1.237362 1.591034 -0.27 0.03 0.40 -0.53
H 2.667555 -1.682458 0.690436 0.08 0.12 0.37 -0.72
H 1.680862 -0.960973 -1.396479 0.50 -0.21 -0.74 0.47
H -0.545068 0.264586 0.265267 0.18 -0.38 -0.92 -0.97
H -0.666239 -1.105827 -0.975931 -0.13 -0.04 0.51 -0.49
H -2.258877 0.103654 -2.230180 0.10 -0.16 -0.05 -0.06
H -1.869633 1.735471 -2.750634 0.21 0.47 -0.15 -0.13
H -2.139569 1.347142 -0.989906 0.34 0.13 -0.73 -0.43
H 1.513814 1.177444 0.497498 -0.13 0.85 0.27 -0.22
H 2.093883 1.368707 -1.046923 -0.34 0.29 -0.42 0.07
C 5.331132 2.235029 3.747457 -0.39 1.56 1.88 -1.84
C 4.980463 2.058252 2.311138 -0.14 0.53 -1.00 1.00
C 6.249051 1.853479 1.472578 -1.45 2.22 -0.24 -1.12
O 7.007537 3.057067 1.379726 -0.52 -0.13 0.24 -0.40
C 8.182133 2.818768 0.674015 0.92 -0.64 -0.58 -0.74
N 3.950628 1.054715 2.041905 0.37 -1.08 0.44 0.37
H 4.458040 2.534950 4.377460 0.25 -0.57 -0.59 0.29
H 5.972471 3.148416 3.870310 -0.07 -1.03 -0.31 0.45
H 5.798362 1.380388 4.236532 0.15 -0.06 -0.19 0.27
H 4.531857 2.997198 1.994481 0.13 0.26 -0.21 -0.31
H 5.937966 1.598001 0.494797 -0.43 -0.41 -1.40 0.63
H 6.836031 1.072849 1.812675 1.38 -1.78 1.13 0.60
H 8.018903 2.315799 -0.314711 -0.11 0.00 0.76 0.28
H 8.882350 2.215936 1.298246 -0.25 0.17 -0.53 0.29
H 8.675868 3.744904 0.402216 -0.07 0.37 0.35 0.30
H 3.537768 1.028702 1.095240 0.61 0.31 0.17 0.08
H 4.359930 0.127035 2.188323 -0.29 0.05 0.02 -0.44
C 1.468783 -7.188164 -0.500686 0.39 1.65 0.98 -1.32
C 0.676690 -6.602899 0.693863 -0.06 -0.24 -1.07 0.85
C 0.926220 -7.404901 1.941013 -0.95 0.16 0.88 -1.52
O 0.882479 -5.194617 0.823373 0.82 -0.02 -0.06 0.72
H 1.174052 -6.669152 -1.414546 0.16 -0.23 -0.05 0.14
H 1.326787 -8.252589 -0.561899 -0.23 -0.40 -0.13 0.46
H 2.529071 -6.989274 -0.285484 -0.13 -0.09 -0.33 0.28
H -0.361112 -6.674073 0.402989 -0.73 -0.52 0.18 0.12
H 0.430558 -8.381249 1.890675 -0.03 0.16 -0.19 0.45
H 0.428700 -6.852323 2.759451 0.46 -0.37 0.06 0.26
H 1.964279 -7.621880 2.172717 0.27 0.42 -0.03 0.33
H 0.567807 -4.800686 1.676552 -0.08 -0.51 -0.53 -0.36
C 2.779587 3.952221 -0.271717 -0.05 -0.31 -0.76 -0.36
C 1.914083 5.135533 0.064066 -0.91 -0.49 0.99 2.01
C 1.891379 5.401294 1.575902 0.47 1.55 -1.76 -1.90
O 2.340964 6.335577 -0.557248 -0.12 -0.38 -1.15 -0.68
H 2.620779 3.623782 -1.301909 0.17 0.30 -0.32 0.25
H 2.426306 3.098090 0.281545 0.15 -0.21 0.65 -0.38
H 3.847375 4.122856 -0.121673 -0.08 0.05 0.18 0.38
H 0.865807 4.885803 -0.250209 0.65 0.26 0.13 -0.79
H 2.896087 5.661853 1.892890 0.12 0.19 0.19 0.40
H 1.530081 4.620838 2.158241 -0.56 -1.76 0.82 0.25
H 1.211492 6.231064 1.711042 0.04 0.49 0.32 0.50
H 2.290102 6.138630 -1.517679 0.15 0.48 0.76 0.41
C 1.561685 0.138859 -4.614814 -0.60 0.53 1.86 -1.08
C 1.578217 1.681911 -4.673292 0.67 -1.41 -2.07 0.81
C 0.933625 2.105328 -5.986457 1.16 1.14 -0.68 -1.56
O 0.938803 2.351044 -3.640972 -0.90 0.03 1.49 -0.33
H 2.125510 -0.354889 -5.398961 0.51 0.25 0.10 0.56
H 0.546726 -0.255379 -4.716182 -0.11 0.14 0.22 0.23
H 1.917475 -0.087066 -3.573598 -0.09 -0.49 -1.06 -0.03
H 2.639605 1.921418 -4.690140 0.23 0.51 0.16 0.18
H 0.018442 1.567133 -6.078650 -1.09 0.05 -0.12 0.38
H 1.515070 1.863649 -6.894158 0.11 -0.27 0.55 0.43
H 0.832159 3.210570 -6.064541 -0.39 -0.66 0.32 0.30
H 0.612520 1.776859 -2.893514 0.44 0.10 -0.80 0.35
C -0.750873 -3.041985 -3.643392 0.32 0.37 1.41 -1.01
C -0.908152 -3.867871 -2.347531 0.99 -0.99 -1.47 1.20
C -1.283314 -5.306189 -2.708870 -1.74 0.40 -0.26 -1.57
O 0.365983 -3.873669 -1.699615 -0.72 -0.15 0.86 0.02
H -1.693229 -3.062435 -4.213876 0.51 0.18 0.06 0.40
H 0.128929 -3.378348 -4.220972 -0.55 0.06 0.13 0.46
H -0.533401 -2.038234 -3.216530 -0.15 -0.19 -0.93 -0.26
H -1.651063 -3.364866 -1.761028 -0.59 0.15 0.68 -0.19
H -0.436955 -5.739536 -3.210003 0.34 -0.42 -0.14 0.34
H -2.139026 -5.276760 -3.422911 0.54 -0.04 0.23 0.41
H -1.667354 -5.950601 -1.902769 0.57 0.28 0.12 0.31
H 0.245942 -4.372174 -0.851784 0.57 0.49 -0.52 -0.29
C -2.803422 4.841291 2.468158 -0.94 -2.95 0.87 -1.67
C -1.970221 4.424132 1.260092 -0.66 -0.10 -0.06 0.17
C -1.123036 3.145354 1.170230 -1.04 -0.04 2.27 1.39
O -2.855099 4.309547 0.142270 0.03 0.02 -0.33 0.05
H -3.386537 5.725225 2.328574 0.23 1.04 -0.26 0.45
H -2.330741 4.797586 3.453995 0.42 0.47 -0.31 0.37
H -3.609400 4.084445 2.583075 0.31 0.07 -0.11 0.16
H -1.311102 5.242051 1.142346 1.10 1.04 -0.74 0.17
H -1.759077 2.230765 1.253088 0.47 0.70 0.28 -0.59
H -0.283840 3.136402 1.905375 -0.71 -0.19 -0.53 0.16
H -0.744781 3.130392 0.192392 0.81 0.03 -1.44 -0.83
H -3.346924 5.119039 -0.049636 -0.03 0.00 0.15 -0.03
C 4.342777 -4.020047 -0.890489 2.73 -0.58 -1.20 -0.88
C 5.276570 -2.839403 -1.201763 -0.90 -0.15 -1.62 0.76
C 5.936202 -2.131800 -0.028157 -0.26 -1.30 0.09 -1.07
O 6.182288 -3.499572 -2.145026 -0.30 1.10 0.69 -0.57
H 5.010282 -4.763822 -0.411608 -0.55 0.09 -0.05 0.42
H 3.967848 -4.482877 -1.840757 0.05 0.71 1.01 0.31
H 3.633557 -3.697087 -0.221928 -2.15 0.30 1.43 0.00
H 4.640979 -2.030972 -1.682689 0.73 -0.86 -0.17 -0.06
H 5.131221 -1.806893 0.630390 0.17 0.00 0.30 0.11
H 6.547471 -1.292461 -0.270322 0.18 0.87 -0.70 0.40
H 6.627594 -2.798148 0.471835 -0.12 -0.42 0.50 0.32
H 6.686657 -2.821508 -2.589320 0.35 0.25 -0.22 0.33
C 0.962271 0.557697 5.159598 1.33 -0.41 -0.69 -1.98
C 0.547140 0.369842 3.729471 0.08 1.60 -0.34 3.08
C -0.921628 0.620413 3.549352 -0.50 0.35 -0.92 -1.51
O 1.232603 1.264685 2.816643 -0.77 -0.10 0.14 0.07
H 0.720270 1.533483 5.529827 -0.23 0.47 0.34 0.44
H 2.044078 0.409451 5.186106 0.12 0.30 0.27 0.25
H 0.549111 -0.246619 5.734474 -0.54 -0.23 0.64 0.35
H 0.717455 -0.632824 3.455000 0.54 -1.45 -0.36 -1.37
H -1.244307 0.165333 2.606227 0.03 0.43 -0.11 -0.17
H -1.129869 1.698864 3.549621 0.03 -0.30 -0.10 0.44
H -1.567518 0.164830 4.278102 0.02 -0.31 0.74 0.66
H 2.178602 1.084091 2.600083 -0.03 -0.31 0.81 -0.01